Entry from OMol25: a molecular structure, C14H31FeO8 at a distorted geometry (ωB97M-V/def2-TZVPD).

Calculated values
Spin multiplicity   6
⟨S²⟩   8.76
Charge   -2
Gap between HOMO and LUMO (spin up / spin down)   5.0 / 4.7 eV
E_LUMO (spin up / spin down)   4.29 / 4.29 eV
ΔE to the lowest compared entry with this formula, charge and spin   0.0 kJ/mol

```
54
Properties=species:S:1:pos:R:3:lowdin_spin:R:1
Fe -11.801 -15.252 2.903 4.33
C -13.445 -18.186 1.458 0.00
C -14.257 -17.132 2.208 0.02
O -13.494 -16.321 2.973 0.14
H -14.013 -18.608 0.597 0.00
H -13.184 -19.071 2.037 0.00
H -12.642 -17.719 0.883 0.00
H -14.995 -17.735 2.792 0.01
H -14.893 -16.532 1.524 0.00
C -10.592 -18.069 6.083 0.00
C -10.254 -17.173 4.880 0.01
O -11.206 -16.255 4.589 0.10
H -10.445 -17.515 7.025 0.00
H -9.800 -18.830 6.154 0.00
H -11.616 -18.436 6.147 0.00
H -10.102 -17.878 4.036 0.00
H -9.314 -16.660 5.197 0.00
C -9.262 -15.854 -0.215 0.00
C -9.773 -16.852 0.815 0.02
O -10.796 -16.376 1.588 0.10
H -8.715 -14.985 0.152 0.00
H -9.974 -15.685 -1.022 0.00
H -8.468 -16.392 -0.783 0.00
H -8.950 -17.151 1.498 0.00
H -10.114 -17.778 0.311 0.00
C -11.777 -12.239 5.953 0.00
C -12.516 -12.496 4.652 0.02
O -12.440 -13.779 4.214 0.10
H -12.136 -12.922 6.730 0.00
H -12.043 -11.234 6.327 0.00
H -10.690 -12.307 5.897 0.00
H -12.060 -11.846 3.863 0.00
H -13.578 -12.166 4.671 0.00
C -13.667 -14.404 -0.725 0.00
C -12.440 -13.825 0.005 0.01
O -12.498 -14.061 1.346 0.10
H -14.625 -13.997 -0.401 0.00
H -13.712 -15.493 -0.602 0.00
H -13.568 -14.294 -1.820 0.00
H -12.515 -12.722 -0.114 0.00
H -11.546 -14.288 -0.456 0.00
C -5.986 -16.314 1.902 0.00
C -6.546 -15.555 3.082 0.00
C -6.322 -14.026 3.019 0.00
O -7.594 -13.507 2.679 0.00
C -8.541 -14.457 2.991 0.00
O -9.683 -14.220 3.132 0.01
O -7.958 -15.655 3.133 0.00
H -4.919 -16.508 2.052 0.00
H -6.022 -15.755 0.961 0.00
H -6.504 -17.249 1.695 0.00
H -6.110 -15.932 4.008 0.00
H -5.607 -13.776 2.235 0.00
H -5.976 -13.649 3.984 0.00
```

Entry from OMol25: 2 unconnected molecules or ions with the total composition C14H31N3O2PS at a distorted geometry (ωB97M-V/def2-TZVPD).

Calculated values
Spin multiplicity   1
Charge   +1
Gap between HOMO and LUMO   6.7 eV
E_LUMO   -3.48 eV

```
52
Properties=species:S:1:pos:R:3:lowdin_charge:R:1
C 6.605 0.719 -2.414 -0.28
P 5.063 0.085 -1.603 0.91
C 5.541 -1.331 -0.488 -0.29
C 3.767 -0.384 -2.866 -0.42
C 3.859 -1.847 -3.439 -0.16
C 3.289 -2.955 -2.529 -0.11
N 2.053 -2.561 -1.781 0.08
C 2.088 -1.188 -1.203 -0.09
C 2.316 -0.176 -2.343 -0.35
N 2.054 1.212 -1.897 0.08
C 0.891 1.458 -1.947 -0.77
S -0.638 1.598 -1.644 0.81
H 6.503 1.788 -2.611 0.04
H 7.440 0.542 -1.725 0.04
H 6.794 0.159 -3.342 0.04
H 4.741 -2.049 -0.283 0.01
H 5.837 -0.916 0.484 0.04
H 6.417 -1.864 -0.893 0.04
H 3.905 0.297 -3.720 0.12
H 3.380 -1.848 -4.431 0.12
H 4.922 -2.068 -3.602 0.12
H 4.058 -3.382 -1.879 0.12
H 2.996 -3.786 -3.188 0.14
H 1.199 -2.685 -2.332 0.19
H 1.967 -3.210 -0.990 0.19
H 1.080 -0.990 -0.800 0.13
H 2.777 -1.063 -0.364 0.13
H 1.652 -0.413 -3.194 0.15
C -1.824 0.124 1.430 -0.16
O -2.438 -0.050 2.687 -0.19
C -2.399 1.109 3.519 -0.20
C -3.768 1.754 3.640 -0.21
N -4.180 2.376 2.387 -0.05
C -5.591 2.762 2.332 -0.19
C -6.652 1.673 2.500 -0.22
O -6.732 0.752 1.424 -0.18
C -5.768 -0.281 1.444 -0.10
H -1.706 -0.864 0.979 0.08
H -2.446 0.727 0.761 0.05
H -0.834 0.584 1.526 0.08
H -1.646 1.827 3.180 0.12
H -2.098 0.765 4.513 0.12
H -3.736 2.516 4.423 0.13
H -4.468 0.971 3.956 0.10
H -4.000 1.736 1.625 0.06
H -5.750 3.231 1.358 0.12
H -5.764 3.536 3.086 0.12
H -7.621 2.177 2.521 0.12
H -6.568 1.144 3.456 0.11
H -5.523 -0.600 2.460 0.09
H -4.863 0.025 0.912 0.07
H -6.182 -1.136 0.906 0.09
```

Entry from OMol25: a molecular structure, C14H31N5O4P2 at a distorted geometry (ωB97M-V/def2-TZVPD).

Calculated values
Spin multiplicity   1
Gap between HOMO and LUMO   9.3 eV
E_LUMO   -0.21 eV
ΔE to the lowest compared entry with this formula, charge and spin   222.0 kJ/mol

```
56
Properties=species:S:1:pos:R:3:lowdin_charge:R:1
N -3.750 1.465 4.596 -0.30
P -3.309 1.422 3.048 0.68
O -1.610 1.313 2.990 -0.39
P -1.042 -0.276 3.075 0.53
O -0.066 -0.453 1.912 -0.30
O -2.233 -1.444 2.881 -0.17
O -0.147 -0.443 4.487 -0.20
C -0.641 -1.483 5.371 -0.23
C 0.035 -2.905 5.119 -0.24
N -0.095 -3.410 3.743 -0.01
H -2.894 1.387 5.157 -0.04
H -3.727 2.634 2.389 0.03
H -3.979 0.329 2.424 0.01
H -2.902 -1.313 3.588 0.06
H -0.341 -1.174 6.426 0.13
H -1.778 -1.540 5.400 0.11
H 1.120 -2.901 5.433 0.12
H -0.479 -3.640 5.820 0.12
H -1.041 -3.709 3.520 0.06
H 0.289 -2.765 3.049 0.05
C 1.189 1.421 -2.912 -0.12
C 1.631 1.947 -1.553 -0.26
C 0.491 1.989 -0.532 -0.18
C -0.598 2.892 -1.017 -0.22
N -1.444 3.593 -1.396 0.13
H 0.435 2.066 -3.368 0.06
H 2.038 1.379 -3.599 0.07
H 0.773 0.415 -2.825 0.05
H 2.053 2.948 -1.680 0.11
H 2.430 1.309 -1.166 0.08
H 0.858 2.359 0.427 0.11
H 0.080 0.989 -0.374 0.10
C -4.526 0.788 -5.648 -0.11
C -4.849 0.975 -4.170 -0.27
C -3.672 1.540 -3.370 -0.19
C -2.508 0.607 -3.445 -0.21
N -1.601 -0.116 -3.505 0.15
H -3.720 0.065 -5.795 0.07
H -5.400 0.412 -6.184 0.07
H -4.227 1.734 -6.107 0.08
H -5.155 0.013 -3.749 0.11
H -5.701 1.654 -4.075 0.11
H -3.955 1.669 -2.323 0.11
H -3.373 2.515 -3.761 0.11
C 6.613 -2.330 -0.698 -0.11
C 5.624 -1.493 0.107 -0.27
C 4.537 -0.857 -0.763 -0.19
C 5.165 0.055 -1.773 -0.23
N 5.658 0.756 -2.556 0.14
H 7.160 -1.722 -1.422 0.07
H 7.351 -2.787 -0.035 0.07
H 6.100 -3.131 -1.238 0.08
H 6.173 -0.713 0.642 0.11
H 5.151 -2.128 0.860 0.11
H 3.848 -0.280 -0.142 0.10
H 3.961 -1.626 -1.283 0.12
```

What did the first record say?
Entry from OMol25: a molecular structure, C14H31FeO8 at a distorted geometry (ωB97M-V/def2-TZVPD).

Calculated values
Spin multiplicity   6
⟨S²⟩   8.76
Charge   -2
Gap between HOMO and LUMO (spin up / spin down)   5.0 / 4.7 eV
E_LUMO (spin up / spin down)   4.29 / 4.29 eV
ΔE to the lowest compared entry with this formula, charge and spin   0.0 kJ/mol

```
54
Properties=species:S:1:pos:R:3:lowdin_spin:R:1
Fe -11.801 -15.252 2.903 4.33
C -13.445 -18.186 1.458 0.00
C -14.257 -17.132 2.208 0.02
O -13.494 -16.321 2.973 0.14
H -14.013 -18.608 0.597 0.00
H -13.184 -19.071 2.037 0.00
H -12.642 -17.719 0.883 0.00
H -14.995 -17.735 2.792 0.01
H -14.893 -16.532 1.524 0.00
C -10.592 -18.069 6.083 0.00
C -10.254 -17.173 4.880 0.01
O -11.206 -16.255 4.589 0.10
H -10.445 -17.515 7.025 0.00
H -9.800 -18.830 6.154 0.00
H -11.616 -18.436 6.147 0.00
H -10.102 -17.878 4.036 0.00
H -9.314 -16.660 5.197 0.00
C -9.262 -15.854 -0.215 0.00
C -9.773 -16.852 0.815 0.02
O -10.796 -16.376 1.588 0.10
H -8.715 -14.985 0.152 0.00
H -9.974 -15.685 -1.022 0.00
H -8.468 -16.392 -0.783 0.00
H -8.950 -17.151 1.498 0.00
H -10.114 -17.778 0.311 0.00
C -11.777 -12.239 5.953 0.00
C -12.516 -12.496 4.652 0.02
O -12.440 -13.779 4.214 0.10
H -12.136 -12.922 6.730 0.00
H -12.043 -11.234 6.327 0.00
H -10.690 -12.307 5.897 0.00
H -12.060 -11.846 3.863 0.00
H -13.578 -12.166 4.671 0.00
C -13.667 -14.404 -0.725 0.00
C -12.440 -13.825 0.005 0.01
O -12.498 -14.061 1.346 0.10
H -14.625 -13.997 -0.401 0.00
H -13.712 -15.493 -0.602 0.00
H -13.568 -14.294 -1.820 0.00
H -12.515 -12.722 -0.114 0.00
H -11.546 -14.288 -0.456 0.00
C -5.986 -16.314 1.902 0.00
C -6.546 -15.555 3.082 0.00
C -6.322 -14.026 3.019 0.00
O -7.594 -13.507 2.679 0.00
C -8.541 -14.457 2.991 0.00
O -9.683 -14.220 3.132 0.01
O -7.958 -15.655 3.133 0.00
H -4.919 -16.508 2.052 0.00
H -6.022 -15.755 0.961 0.00
H -6.504 -17.249 1.695 0.00
H -6.110 -15.932 4.008 0.00
H -5.607 -13.776 2.235 0.00
H -5.976 -13.649 3.984 0.00
```